A single C14H27NO10P2S molecule at a distorted geometry. Source: OMol25; level of theory: wB97M-V/def2-TZVPD.

Last column: natural (NBO) charge in e.
Atoms and positions in Å:
C: -3.747 -0.278 -3.741  -0.248
O: -3.691 0.297 -2.440  -0.546
C: -3.464 1.683 -2.423  -0.050
C: -2.265 2.095 -1.542  -0.430
C: -2.115 1.243 -0.246  -0.439
C: -0.896 0.288 -0.192  -0.402
S: -1.605 -1.350 0.318  2.155
C: -2.748 -1.241 1.709  -0.855
O: -2.376 -1.790 -0.816  -0.949
O: -0.623 -2.365 0.614  -0.950
C: -0.206 -0.140 -1.547  0.819
O: -0.603 -0.136 -2.631  -0.500
O: 1.023 -0.632 -1.228  -0.551
C: 1.605 -0.129 0.008  0.037
N: 1.852 -1.006 1.090  -0.584
C: 2.639 -2.005 0.889  0.525
C: 2.465 -3.095 -0.128  -0.738
C: 3.847 -2.133 1.809  -0.696
P: 3.174 0.682 -0.563  2.308
O: 3.892 1.338 0.513  -1.085
O: 2.926 1.671 -1.826  -0.988
O: 4.168 -0.477 -1.143  -0.983
C: 0.406 0.789 0.525  -0.246
C: 0.372 0.983 2.050  -0.109
O: -0.395 0.000 2.734  -0.571
C: 0.303 -0.418 3.902  -0.247
P: 0.589 2.610 -0.004  1.482
O: 1.676 3.300 0.717  -1.089
H: -2.809 -0.819 -3.922  0.197
H: -4.548 -1.032 -3.721  0.184
H: -4.001 0.436 -4.534  0.167
H: -4.365 2.160 -1.991  0.162
H: -3.335 2.137 -3.416  0.180
H: -1.348 2.169 -2.135  0.213
H: -2.480 3.125 -1.209  0.209
H: -3.075 0.727 -0.125  0.259
H: -2.043 1.898 0.633  0.218
H: -2.236 -1.712 2.556  0.259
H: -3.649 -1.826 1.519  0.262
H: -2.929 -0.203 2.000  0.245
H: 3.136 -2.888 -0.981  0.258
H: 2.739 -4.077 0.279  0.233
H: 1.455 -3.171 -0.537  0.267
H: 3.482 -2.677 2.701  0.240
H: 4.217 -1.154 2.116  0.254
H: 4.606 -2.778 1.355  0.227
H: 3.371 2.497 -1.554  0.528
H: 4.806 -0.034 -1.724  0.513
H: 1.368 1.067 2.493  0.246
H: -0.108 1.965 2.247  0.179
H: -0.305 -1.182 4.400  0.192
H: 1.283 -0.857 3.667  0.191
H: 0.466 0.437 4.577  0.172
H: 0.706 2.698 -1.415  -0.057
H: -0.604 3.311 0.315  -0.067

Results
Lowest unoccupied orbital energy in eV: 0.23
F_max in hartree/bohr: 0.0675
E_HOMO in eV: -9.125
SMILES: COCCC[C@@]1(S(C)(=O)=O)C(=O)O[C@@](N=C(C)C)(P(=O)(O)O)[C@@]1(COC)[PH2]=O
Energy relative to the best compared isomer or geometry (same formula, charge and spin) in kcal/mol: 20.28